Record 1
A structure of composition C5H10O2. Source: the Open Molecules 2025 dataset; level of theory: ωB97M-V/def2-TZVPD.

Atoms and positions in Å:
O1 1.96949 -0.46770 1.48319
C1 1.54323 -0.62638 -0.44752
C2 0.22817 -0.28283 -0.15536
C3 -0.26047 1.14771 -0.10135
C4 -1.73453 0.87819 0.18136
O2 -2.06524 -0.28604 -0.56435
C5 -0.92184 -1.12321 -0.66202
H1 2.41362 0.38360 1.67359
H2 2.23400 0.08700 -0.89689
H3 1.80383 -1.67115 -0.60880
H4 0.79193 -0.40282 1.16607
H5 0.21722 1.72933 0.69982
H6 -0.12506 1.68516 -1.04792
H7 -2.39248 1.68926 -0.13935
H8 -1.88590 0.69466 1.25701
H9 -0.77186 -1.36695 -1.72467
H10 -1.04412 -2.06785 -0.11280


Record 2
An isolated molecule of C5H10O2. Source: the Open Molecules 2025 dataset; level of theory: ωB97M-V/def2-TZVPD.

Atoms and positions in Å:
C1 2.20294 -0.71034 0.71140
O1 0.89993 -0.22741 0.55566
C2 0.63992 0.07760 -0.80253
C3 -0.84149 0.13781 -0.97539
C4 -1.66469 -0.57173 0.19493
C5 -1.72197 0.89397 -0.04004
O2 -1.30232 1.74903 0.97513
H1 2.33601 -1.62618 0.11616
H2 2.29699 -0.93910 1.77360
H3 2.92965 0.03514 0.35137
H4 1.11974 1.03566 -1.05021
H5 1.03356 -0.68573 -1.50235
H6 -1.13275 0.04831 -2.03821
H7 -2.54204 -1.14641 -0.06595
H8 -1.24260 -0.87925 1.17194
H9 -2.64322 1.26219 -0.45609
H10 -0.36764 1.54643 1.08060

Results
Structure (SMILES)   COC[C@H]1C[C@H]1O


Record 3
A cluster of 2 separate species, C5H10O2 in total. Source: the Open Molecules 2025 dataset; level of theory: ωB97M-V/def2-TZVPD.

Atoms and positions in Å:
C1 -2.91435 0.79506 1.73279
C2 -1.79880 0.10305 1.13664
C3 -0.59017 0.68528 1.24370
C4 0.68904 0.20401 0.80525
C5 1.84571 0.52129 1.33966
O1 2.94192 -0.08585 0.87250
H1 -3.01505 1.69616 1.18621
H2 -3.82931 0.19216 1.81091
H3 -2.68886 1.28584 2.67669
H4 -1.85538 -0.67598 0.22797
H5 -0.53481 1.67606 1.89466
H6 0.71308 -0.46571 0.02194
H7 2.26036 1.24414 2.03556
H8 2.74538 -0.80632 0.40142
O2 -0.17427 -1.80373 -5.51738
H9 0.01702 -0.81664 -5.67654
H10 0.65791 -2.06522 -4.96799

Results
Structure (SMILES)   C/C=C/C=C/O.O


Number 1: E_HOMO -8.231 eV, E -346.84536 Eh, frontier orbital gap 0.3234 hartree. Number 2: E_HOMO -9.340 eV, E -346.91437 Eh, frontier orbital gap 0.3773 hartree. Number 3: E_HOMO -7.911 eV, E -346.88511 Eh, frontier orbital gap 0.3100 hartree.